C4HBrClI | ωB97M-V with the def2-TZVPD basis set

Structure (ORCA input):
```
! wB97M-V def2-TZVPD RIJCOSX def2/J DEFGRID3
* xyz 0 1
C 0.64545 -0.46324 -0.44811
C 0.03479 0.76729 -0.15488
C -0.07221 -1.52244 -0.14205
C -1.00530 0.80084 0.63751
Cl 0.94863 2.14956 -0.71616
Br -0.28465 -3.35668 0.06167
I -1.91961 2.29661 1.61139
H 1.65290 -0.67194 -0.84937
*
```

As for the energy above the lowest of the compared OMol25 structures with the same formula, charge and spin: 59.0 kcal per mole. The value obtained for the HOMO energy (alpha / beta) is -8.684 / -8.646 eV.